Below is a molecular structure, C32H28BN9Pd at a distorted geometry, with properties calculated with ωB97M-V/def2-TZVPD.

```
! RIJCOSX wB97M-V def2-TZVPD def2/J DEFGRID3
* xyz 0 1
Pd 0.08 -0.29 -0.21
C 1.93 -0.52 4.39
C 2.19 -0.50 2.93
C 3.24 -1.08 2.24
C 3.02 -0.80 0.89
N 1.92 -0.04 0.77
N 1.39 0.11 2.03
B 0.07 0.94 2.25
N 0.07 2.07 1.22
N 0.09 1.76 -0.09
C 0.10 2.88 -0.80
C 0.08 3.96 0.10
C 0.07 3.41 1.36
C 0.05 4.09 2.69
C 0.10 2.88 -2.27
C 0.11 1.68 -2.99
C 0.11 1.70 -4.38
C 0.10 2.90 -5.06
C 0.09 4.09 -4.36
C 0.09 4.08 -2.97
N -1.23 0.08 2.02
N -1.78 -0.06 0.77
C -2.88 -0.80 0.89
C -3.09 -1.08 2.25
C -2.03 -0.51 2.93
C -1.77 -0.52 4.40
C -3.68 -1.19 -0.28
C -4.87 -1.90 -0.10
C -5.62 -2.29 -1.20
C -5.20 -1.98 -2.48
C -4.02 -1.27 -2.66
C -3.27 -0.88 -1.57
C 3.83 -1.18 -0.28
C 5.12 -1.67 -0.10
C 5.89 -2.04 -1.19
C 5.39 -1.91 -2.48
C 4.10 -1.42 -2.67
C 3.33 -1.07 -1.58
H 2.85 -0.71 4.93
H 1.22 -1.31 4.65
H 1.51 0.43 4.73
H 4.05 -1.64 2.67
H 0.07 1.40 3.35
H 0.09 5.01 -0.14
H 0.05 5.17 2.54
H 0.93 3.83 3.28
H -0.84 3.82 3.26
H 0.12 0.73 -2.47
H 0.11 0.76 -4.93
H 0.09 2.91 -6.15
H 0.08 5.04 -4.88
H 0.09 5.02 -2.43
H -3.91 -1.63 2.68
H -2.70 -0.73 4.93
H -1.38 0.43 4.74
H -1.06 -1.30 4.66
H -5.20 -2.15 0.90
H -6.54 -2.85 -1.04
H -5.79 -2.29 -3.33
H -3.69 -1.03 -3.67
H -2.35 -0.33 -1.72
H 5.52 -1.76 0.90
H 6.89 -2.42 -1.03
H 5.99 -2.20 -3.33
H 3.70 -1.33 -3.67
H 2.32 -0.70 -1.74
N -0.18 -2.23 -0.61
C -0.80 -3.21 -0.40
N -1.51 -4.20 -0.13
C -1.45 -5.48 -0.38
N -1.42 -6.63 -0.54
*
```

* total energy: -51207.1249 eV
* molar mass: 655.9 g mol⁻¹
* HOMO-LUMO gap: 7.15 eV
* highest occupied orbital energy: -8.36 eV

Löwdin atomic charges, in units of e:
1. Pd 0.98
2. C -0.01
3. C -0.26
4. C 0.04
5. C -0.22
6. N 0.01
7. N 0.03
8. B -0.49
9. N 0.03
10. N 0.00
11. C -0.19
12. C 0.05
13. C -0.25
14. C -0.01
15. C -0.15
16. C -0.04
17. C -0.07
18. C -0.08
19. C -0.08
20. C -0.03
21. N 0.03
22. N 0.01
23. C -0.23
24. C 0.04
25. C -0.25
26. C -0.01
27. C -0.17
28. C -0.03
29. C -0.08
30. C -0.08
31. C -0.07
32. C -0.04
33. C -0.16
34. C -0.03
35. C -0.08
36. C -0.09
37. C -0.07
38. C -0.03
39. H 0.09
40. H 0.08
41. H 0.07
42. H 0.11
43. H 0.11
44. H 0.11
45. H 0.08
46. H 0.09
47. H 0.09
48. H 0.07
49. H 0.11
50. H 0.10
51. H 0.10
52. H 0.11
53. H 0.11
54. H 0.09
55. H 0.07
56. H 0.08
57. H 0.11
58. H 0.10
59. H 0.10
60. H 0.10
61. H 0.08
62. H 0.11
63. H 0.10
64. H 0.10
65. H 0.10
66. H 0.07
67. N 0.00
68. C -0.34
69. N 0.09
70. C -0.39
71. N 0.09